Computed, not measured: a structure of composition C11H26AuN4O6S, with ωB97M-V/def2-TZVPD.

```
49
Properties=species:S:1:pos:R:3
O -1.11 -3.24 -1.75
H -0.82 -4.12 -2.07
Au -0.43 -0.48 -0.57
N -0.48 0.05 1.48
N -2.50 -0.55 -0.12
N 1.34 0.60 -0.72
N 0.12 -0.71 -2.59
O 0.51 0.47 2.19
O 1.93 1.32 0.24
O -0.47 -1.48 -3.45
O -3.40 -0.53 -0.99
C -2.77 -0.45 1.22
C -1.69 -0.07 2.06
C 1.88 0.69 -1.94
C 1.19 0.01 -2.98
C -1.80 0.29 3.50
H -1.63 1.36 3.64
H -1.07 -0.26 4.10
H -2.80 0.05 3.88
C -4.18 -0.65 1.64
H -4.56 -1.59 1.23
H -4.81 0.16 1.26
H -4.26 -0.68 2.73
C 3.11 1.51 -2.10
C 1.62 0.00 -4.40
H 3.87 1.25 -1.35
H 2.89 2.58 -2.01
H 3.55 1.35 -3.09
H 0.96 -0.65 -4.98
H 2.65 -0.37 -4.47
H 1.58 1.02 -4.81
H 1.43 1.03 1.11
H -0.87 -2.56 -2.50
C -0.14 -2.65 -0.17
H -0.89 -2.33 0.57
H 0.87 -2.31 -0.44
H 0.01 -3.70 0.05
O 3.05 -1.17 2.98
H 3.57 -1.05 2.16
H 2.26 -0.62 2.82
C -3.03 2.64 -1.56
S -1.26 2.42 -1.44
C -0.94 3.52 -0.05
H -3.52 1.66 -1.45
H -3.23 3.04 -2.55
H -3.38 3.34 -0.79
H -1.77 4.23 0.04
H -0.81 2.95 0.87
H -0.02 4.06 -0.29
```

Its spin multiplicity is 3. Its net charge is +1. The relative energy (zero: lowest compared OMol25 entry of this formula, charge and spin) is 3.262 eV.

---

Computed, not measured: a structure of composition C17H23CoN9O3S, with ωB97M-V/def2-TZVPD.

```
54
Properties=species:S:1:pos:R:3
Co 1.27 0.19 0.14
N -0.12 -1.44 3.80
C 0.15 -0.99 2.57
S 1.77 -0.45 2.24
N -0.82 -0.99 1.70
N -0.45 -0.48 0.49
C -1.30 -0.45 -0.47
C -2.66 -1.02 -0.39
C -2.84 -2.37 -0.10
C -4.11 -2.91 -0.06
C -5.22 -2.10 -0.29
C -5.05 -0.75 -0.57
C -3.77 -0.21 -0.62
C -0.80 0.19 -1.70
C -1.53 0.35 -2.86
C -0.95 1.02 -3.93
C 0.34 1.50 -3.80
C 1.02 1.28 -2.62
N 0.47 0.62 -1.61
H 0.58 -1.42 4.52
H -1.06 -1.74 4.02
H -1.98 -3.00 0.08
H -4.25 -3.96 0.15
H -6.21 -2.52 -0.26
H -5.90 -0.11 -0.74
H -3.63 0.85 -0.81
H -2.53 -0.04 -2.92
H -1.50 1.16 -4.84
H 0.82 2.05 -4.60
H 2.03 1.63 -2.47
N 3.33 0.56 -0.14
N 4.02 -0.64 0.08
C 3.33 -1.80 -0.04
N 3.93 -2.92 0.28
N 2.10 -1.62 -0.55
N 1.34 -2.73 -0.88
O 1.71 -3.86 -0.56
O 0.33 -2.50 -1.50
H 3.66 1.00 -1.00
H 3.42 1.21 0.63
H 4.91 -0.62 0.56
H 4.85 -2.91 0.69
H 3.41 -3.78 0.18
C -0.56 3.36 1.47
C 0.81 2.75 1.70
C 1.89 3.80 1.85
O 1.17 1.92 0.63
H -0.88 3.96 2.32
H -1.30 2.57 1.31
H -0.54 4.00 0.58
H 0.77 2.16 2.63
H 2.02 4.34 0.91
H 2.85 3.35 2.13
H 1.63 4.52 2.63
```

Its net charge is +1. The relative energy (zero: lowest compared OMol25 entry of this formula, charge and spin) is 0.170 eV.

---

Computed, not measured: the ion C10H15FN3 with charge +1, with ωB97M-V/def2-TZVPD.

```
29
Properties=species:S:1:pos:R:3
C 3.28 0.84 0.52
C -2.00 1.56 -0.34
C 2.46 2.02 0.10
C -0.90 0.80 -0.71
C 0.32 1.39 -0.88
C 2.70 -0.39 1.28
C -3.31 0.95 -0.22
C -0.90 -0.76 -0.56
C -2.28 -1.33 -0.08
C 3.13 -0.49 -0.16
N 1.26 1.86 -0.31
N 4.30 -1.21 -0.50
N -3.13 -0.26 0.67
F 2.13 -0.64 -1.02
H 4.36 1.09 0.74
H -1.69 2.63 -0.18
H 2.89 3.01 0.11
H 3.28 -0.75 2.11
H 1.65 -0.52 1.43
H -3.93 1.64 0.36
H -3.86 0.86 -1.26
H -0.64 -1.16 -1.50
H -0.09 -1.01 0.18
H -2.88 -1.68 -0.85
H -2.12 -2.12 0.58
H 4.17 -1.41 -1.44
H 5.15 -0.62 -0.46
H -2.69 0.15 1.52
H -4.04 -0.73 0.97
```

Its net charge is +1. The relative energy (zero: lowest compared OMol25 entry of this formula, charge and spin) is 3.970 eV.

---

Computed, not measured: an isolated molecule of FHO2S, with ωB97M-V/def2-TZVPD.

```
5
Properties=species:S:1:pos:R:3
O 0.05 -1.00 1.20
S 0.01 -0.10 0.08
O 1.35 1.48 -0.21
F -0.05 -1.05 -1.34
H -1.37 0.67 0.26
```

Its SMILES is O=[SH](=O)F. The relative energy (zero: lowest compared OMol25 entry of this formula, charge and spin) is 5.907 eV.